A.
Below is C5H12O in the gas phase, with properties calculated with wB97M-V/def2-TZVPD.

Positions of all 18 atoms, in Å:
C1 2.6485 -0.4217 -0.6042
C2 1.5151 -0.9560 0.2694
C3 0.3749 0.0439 0.2512
O1 -0.8233 -0.5323 0.7082
C4 -1.9208 0.3419 0.5427
C5 -2.2542 0.6551 -0.9204
H1 3.5097 -1.0945 -0.6319
H2 2.9942 0.5555 -0.2429
H3 2.2951 -0.2822 -1.6342
H4 1.8574 -1.1403 1.2951
H5 1.1420 -1.9097 -0.1236
H6 0.6259 0.9392 0.8489
H7 0.2492 0.3814 -0.7859
H8 -1.7392 1.2782 1.0988
H9 -2.7709 -0.1615 1.0164
H10 -3.0037 1.4495 -0.9653
H11 -2.6456 -0.2303 -1.4302
H12 -1.3908 1.0091 -1.4924

Properties
- highest occupied orbital energy (Ha) = -0.3572
- spin multiplicity = 1
- SMILES = CCCOCC
- LUMO energy (eV) = 1.16

B.
Below is C5H12O in the gas phase, with properties calculated with wB97M-V/def2-TZVPD.

Positions of all 18 atoms, in Å:
C1 -2.9191 -0.2095 -0.0089
C2 -1.4895 -0.2495 -0.5473
C3 -0.4634 0.5572 0.2536
C4 0.9624 0.4035 -0.2896
O1 1.8817 0.5234 0.7774
C5 3.1087 -0.1077 0.5122
H1 -2.9783 -0.5715 1.0240
H2 -3.5489 -0.8621 -0.6247
H3 -3.3486 0.7995 -0.0348
H4 -1.5040 0.0913 -1.5905
H5 -1.1627 -1.2992 -0.5745
H6 -0.7463 1.6181 0.2878
H7 -0.4478 0.2044 1.2910
H8 1.0806 -0.5867 -0.7675
H9 1.1810 1.1665 -1.0587
H10 3.7701 0.0775 1.3657
H11 3.5994 0.2707 -0.3995
H12 2.9668 -1.1927 0.3860

Properties
- highest occupied orbital energy (Ha) = -0.3576
- spin multiplicity = 1
- SMILES = CCCCOC
- LUMO energy (eV) = 1.16

C.
Below is 2 unconnected molecules or ions with the total composition C5H12O, with properties calculated with wB97M-V/def2-TZVPD.

Positions of all 18 atoms, in Å:
C1 -1.0769 0.9444 -0.9633
O1 -0.9743 -0.2206 -0.1713
C2 0.7543 -0.5529 0.8924
C3 -1.1516 -1.4164 -0.9069
C4 1.7167 0.0621 -0.0805
C5 0.4301 0.4031 1.9984
H1 -2.0874 1.0273 -1.3836
H2 -0.3421 0.9426 -1.7803
H3 -0.8856 1.7966 -0.3059
H4 -2.1023 -1.3831 -1.4543
H5 -0.3265 -1.5645 -1.6170
H6 -1.1465 -2.2279 -0.1808
H7 1.7031 -0.4277 -1.0625
H8 1.6710 1.1592 -0.2184
H9 2.7051 -0.1679 0.3462
H10 0.4230 1.4806 1.7429
H11 -0.5022 0.1427 2.5087
H12 1.2385 0.2556 2.7316

Properties
- highest occupied orbital energy (Ha) = -0.2723
- spin multiplicity = 1
- LUMO energy (eV) = 0.96

Question: of the structures shown, which is the least stable? Reply: C.